Entry i
H21O11 | the ωB97M-V functional and the def2-TZVPD basis

Atoms and positions in Å:
O  -2.540  1.983  -0.729
H  -2.103  1.155  -0.427
H  -1.893  2.320  -1.352
O  0.732  -0.177  -3.747
H  1.128  0.379  -3.038
H  -0.183  -0.209  -3.473
O  3.210  2.161  0.361
H  0.208  2.940  4.167
H  0.707  2.711  0.963
O  0.896  0.824  -1.336
H  0.984  1.592  -0.754
H  0.102  -1.992  -0.269
O  -3.111  -2.563  -2.675
H  1.448  -0.442  -0.837
H  -1.663  -0.502  -0.016
O  -0.043  2.553  1.550
H  -0.399  1.721  1.192
H  -0.131  0.237  -0.291
O  -0.938  0.019  0.314
H  2.949  2.438  -0.527
O  -0.645  2.501  4.362
H  2.852  1.263  0.469
H  -1.129  3.209  3.911
O  0.477  -3.179  3.002
H  0.580  -2.752  2.123
H  0.171  -4.022  2.665
O  1.610  -1.458  -0.527
H  -3.594  -2.332  -1.881
H  2.164  -1.785  -1.237
O  -0.266  -2.861  0.165
H  -2.196  -2.462  -2.353
H  0.616  -3.271  0.223

The value obtained for the gap between HOMO and LUMO is 0.3725 Eh. The calculation puts the LUMO energy at 2.9713 eV. The HOMO energy comes out at -7.165 eV. Its total charge is -1.

---

Entry ii
H21O11 | the ωB97M-V functional and the def2-TZVPD basis

Atoms and positions in Å:
O  -2.011  1.952  -1.620
H  -1.415  1.963  -0.941
H  2.259  -3.587  -0.202
O  2.305  -3.965  0.725
H  2.872  -0.373  -1.741
H  -2.665  0.067  2.912
O  0.047  0.941  -3.087
H  3.200  -0.412  -3.296
H  -0.194  1.517  0.766
O  1.155  1.163  0.147
H  1.690  1.786  -0.379
H  -4.483  -0.590  2.235
O  -0.672  -1.743  -2.052
H  2.355  -1.488  0.037
H  -2.834  2.263  -1.350
O  -1.010  1.711  1.160
H  -1.528  0.898  1.052
H  -2.855  1.156  4.104
O  -3.155  0.264  3.782
H  -0.519  1.690  -3.261
O  3.490  -0.754  -2.492
H  0.699  1.591  -2.909
H  2.420  1.778  2.724
O  2.735  1.470  1.919
H  1.997  1.265  1.110
H  1.495  -3.549  0.937
O  1.582  -1.192  -0.450
H  -1.036  -1.580  -1.222
H  1.565  -0.185  -0.283
O  -3.923  -1.225  1.635
H  -0.125  -0.922  -2.292
H  -3.442  -1.910  2.332

The value obtained for the gap between HOMO and LUMO is 0.3157 Eh. The calculation puts the LUMO energy at 2.6445 eV. The HOMO energy comes out at -5.947 eV. Its total charge is -1.

---

Entry iii
H21O11 | the ωB97M-V functional and the def2-TZVPD basis

Atoms and positions in Å:
O  1.151  1.438  -1.140
H  -0.343  1.256  -0.827
H  1.129  0.548  -1.470
O  2.840  -0.092  3.798
H  3.404  0.288  3.089
H  1.976  -0.277  3.358
O  -0.277  1.398  2.963
H  1.665  1.648  -3.707
H  -3.094  2.397  -0.323
O  -1.570  -0.234  1.333
H  -2.390  -0.394  1.508
H  1.705  -1.144  -1.204
O  0.542  -2.936  3.244
H  2.208  -2.974  -2.982
H  -1.290  -0.257  0.384
O  -3.655  2.590  0.449
H  -3.128  2.269  1.063
H  -1.490  2.093  -0.622
O  -1.493  1.109  -0.818
H  -0.381  0.635  2.271
O  0.755  1.561  -3.572
H  -0.268  2.152  2.433
H  0.889  1.533  -2.463
O  -3.260  0.162  -2.793
H  -2.759  -0.538  -2.182
H  -2.957  0.983  -2.359
O  2.771  -2.487  -2.507
H  1.425  -3.253  3.459
H  2.976  -3.149  -1.858
O  1.134  -1.777  -0.633
H  0.563  -1.948  3.152
H  1.221  -2.600  -1.044

The value obtained for the gap between HOMO and LUMO is 0.3004 Eh. The calculation puts the LUMO energy at 2.4357 eV. The HOMO energy comes out at -5.739 eV. Its total charge is -1.

---

Of them, the most stable is entry i and the least stable is entry iii.

---

Entry i
C4H7N3 | the ωB97M-V functional and the def2-TZVPD basis

Atoms and positions in Å:
C  -1.067  -0.312  0.227
C  0.022  -1.269  0.275
C  1.221  -0.544  -0.457
C  1.743  0.674  0.175
H  -2.606  0.521  0.792
H  -0.386  -2.093  -0.287
H  0.264  -1.586  1.241
H  1.735  -1.130  -1.189
H  1.492  0.974  1.188
H  2.759  0.946  -0.258
H  -1.153  1.331  -0.903
N  -2.144  -0.383  0.910
N  0.746  0.898  -0.849
N  -0.549  0.877  -0.334

The value obtained for the gap between HOMO and LUMO is 0.3635 Eh. The SMILES is [H]/N=C1/C[C@@H]2CN2N1. The calculation puts the LUMO energy at 1.0723 eV. The HOMO energy comes out at -8.819 eV.

---

Entry ii
C4H7N3 | the ωB97M-V functional and the def2-TZVPD basis

Atoms and positions in Å:
C  -1.853  1.247  -0.202
N  -0.570  1.028  -0.766
C  0.139  -0.080  -0.461
N  1.070  -0.521  -1.188
N  2.048  -1.172  -0.636
C  1.489  -1.334  1.246
C  0.414  -0.645  1.322
H  -2.234  0.552  0.544
H  -1.990  2.195  0.309
H  -2.657  1.239  -0.928
H  -0.234  1.654  -1.477
H  2.518  -1.821  -1.294
H  2.269  -1.973  1.574
H  -0.410  -0.369  1.957

The value obtained for the gap between HOMO and LUMO is 0.3081 Eh. The calculation puts the LUMO energy at 1.0312 eV. The HOMO energy comes out at -7.353 eV.

---

Entry iii
C4H7N3 | the ωB97M-V functional and the def2-TZVPD basis

Atoms and positions in Å:
C  1.278  -0.037  -0.109
C  -0.719  -0.907  0.641
C  -2.047  -0.350  0.015
C  -2.928  0.377  -0.340
H  0.141  1.672  -0.710
H  1.839  1.694  0.828
H  2.874  0.536  -0.562
H  0.716  -1.556  -1.155
H  -0.756  -2.073  1.305
H  -0.251  0.059  1.404
H  -3.714  0.752  -0.999
N  0.744  1.147  0.343
N  2.531  -0.451  -0.254
N  0.291  -0.863  -0.407

The value obtained for the gap between HOMO and LUMO is 0.3471 Eh. The calculation puts the LUMO energy at 0.0952 eV. The HOMO energy comes out at -9.350 eV.

---

Entry iv
C4H7N3 | the ωB97M-V functional and the def2-TZVPD basis

Atoms and positions in Å:
C  0.669  -0.135  -1.106
C  1.019  -0.730  0.234
N  -0.196  -0.588  1.027
C  -0.930  0.543  0.800
N  -1.831  1.013  1.563
C  -0.478  1.117  -0.492
N  -0.622  2.164  -1.168
H  0.228  1.403  -1.515
H  0.066  -0.788  -1.747
H  1.588  0.139  -1.681
H  1.867  -0.183  0.675
H  1.290  -1.784  0.173
H  -0.231  -0.960  1.961
H  -2.233  1.848  1.136

The value obtained for the gap between HOMO and LUMO is 0.3540 Eh. The calculation puts the LUMO energy at 0.6247 eV. The HOMO energy comes out at -9.009 eV.

---

Of them, the most stable is entry i and the least stable is entry iii.

---

Entry i
C4H7N3 | the ωB97M-V functional and the def2-TZVPD basis

Atoms and positions in Å:
C  -1.981  -0.308  0.859
C  1.541  -1.865  -0.498
C  0.128  2.219  -0.463
C  0.114  -0.114  -0.211
N  -1.318  0.036  -0.180
N  0.519  -1.279  -0.937
N  0.766  1.137  -0.682
H  -2.974  -0.174  1.013
H  -1.373  -0.711  1.675
H  1.863  -2.777  -0.980
H  2.236  -1.451  0.343
H  0.693  3.114  -0.708
H  -0.829  2.281  -0.091
H  0.617  -0.109  0.859

The value obtained for the gap between HOMO and LUMO is 0.3939 Eh. The SMILES is C=NC(N=C)N=C. The calculation puts the LUMO energy at 0.8913 eV. The HOMO energy comes out at -9.827 eV.

---

Entry ii
C4H7N3 | the ωB97M-V functional and the def2-TZVPD basis

Atoms and positions in Å:
C  -0.844  -2.174  0.188
N  0.521  -1.091  0.882
C  1.093  -0.139  0.128
C  0.196  0.914  0.030
C  0.360  2.249  -0.620
N  -0.936  0.565  0.668
N  -0.733  -0.619  1.205
H  -1.713  -1.784  -0.337
H  -1.106  -2.860  0.985
H  -0.130  -2.613  -0.507
H  2.095  -0.245  -0.262
H  -0.599  2.595  -1.014
H  0.714  2.997  0.096
H  1.081  2.205  -1.441

The value obtained for the gap between HOMO and LUMO is 0.3827 Eh. The calculation puts the LUMO energy at 0.7015 eV. The HOMO energy comes out at -9.712 eV.

---

Of them, the most stable is entry i and the least stable is entry ii.

---

Entry i
C4H7N3 | the ωB97M-V functional and the def2-TZVPD basis

Atoms and positions in Å:
C  0.787  0.318  -1.028
C  -0.657  0.744  -0.983
N  -0.992  0.770  0.437
C  -0.434  -0.224  1.192
N  -0.845  -0.622  2.327
C  0.733  -0.759  0.441
N  1.552  -1.705  0.506
H  1.527  -1.058  -0.507
H  1.484  1.132  -0.801
H  1.060  -0.090  -2.030
H  -1.280  0.025  -1.537
H  -0.808  1.734  -1.415
H  -1.904  1.086  0.726
H  -0.223  -1.353  2.675

The value obtained for the gap between HOMO and LUMO is 0.3531 Eh. The calculation puts the LUMO energy at 0.6164 eV. The HOMO energy comes out at -8.991 eV.

---

Entry ii
C4H7N3 | the ωB97M-V functional and the def2-TZVPD basis

Atoms and positions in Å:
C  -1.734  0.854  -0.040
C  -0.822  -0.337  0.118
N  0.200  -0.413  -0.945
C  1.453  -0.360  -0.425
N  2.584  -0.515  -0.982
C  1.250  -0.096  1.025
N  1.226  0.062  2.174
H  -2.382  0.794  -0.918
H  -1.147  1.779  -0.105
H  -2.362  0.910  0.851
H  -1.325  -1.298  0.207
H  -0.307  -0.199  1.216
H  0.044  -0.780  -1.886
H  3.322  -0.401  -0.291

The value obtained for the gap between HOMO and LUMO is 0.3881 Eh. The SMILES is [H]/N=C(\C#N)NCC. The calculation puts the LUMO energy at 0.8795 eV. The HOMO energy comes out at -9.683 eV.

---

Of them, the most stable is entry ii and the least stable is entry i.

---

Entry i
C4H9NO2 | the ωB97M-V functional and the def2-TZVPD basis

Atoms and positions in Å:
C  0.067  -1.557  -1.396
O  -0.642  -2.207  -0.380
C  1.094  -0.685  -0.762
C  0.862  0.104  0.555
C  -0.292  1.150  0.630
N  0.184  2.424  0.548
O  -1.464  0.928  1.032
H  0.519  -2.274  -2.080
H  -0.518  -0.923  -2.052
H  -1.520  -2.304  -0.703
H  1.988  -1.256  -0.432
H  1.430  0.037  -1.515
H  0.721  -0.467  1.463
H  1.887  0.691  0.822
H  1.186  2.570  0.883
H  -0.521  3.119  0.395

The multiplicity is 2. The value obtained for the gap between HOMO and LUMO (spin up / spin down) is 0.3481 / 0.1905 Eh. The calculation puts the LUMO energy (spin up / spin down) at -4.8883 / -9.1453 eV. The HOMO energy (spin up / spin down) comes out at -14.360 / -14.328 eV. Its total charge is +1.

---

Entry ii
C4H9NO2 | the ωB97M-V functional and the def2-TZVPD basis

Atoms and positions in Å:
C  -0.871  -0.605  1.723
N  -1.097  -0.345  0.350
C  0.090  1.757  -0.208
C  -0.151  0.315  -0.578
C  1.123  -0.635  -0.457
O  0.663  -1.956  -0.866
O  0.118  -0.172  2.248
H  -1.569  -1.271  2.238
H  -1.921  -0.706  -0.128
H  -0.868  2.143  0.161
H  0.531  2.294  -1.063
H  0.803  1.923  0.603
H  -0.624  0.186  -1.556
H  1.870  -0.364  -1.216
H  1.518  -0.756  0.535
H  0.384  -1.809  -1.785

The multiplicity is 2. The value obtained for the gap between HOMO and LUMO (spin up / spin down) is 0.4196 / 0.2245 Eh. The calculation puts the LUMO energy (spin up / spin down) at -3.9523 / -9.1731 eV. The HOMO energy (spin up / spin down) comes out at -15.369 / -15.281 eV. Its total charge is +1.

---

Entry iii
C4H9NO2 | the ωB97M-V functional and the def2-TZVPD basis

Atoms and positions in Å:
C  2.322  -0.062  0.103
C  1.385  -0.830  -0.764
N  0.089  -0.317  -0.996
C  -0.656  0.631  -0.249
C  -1.709  -0.090  0.637
O  -2.393  0.981  1.240
O  1.645  -1.814  -1.403
H  1.941  0.235  1.080
H  2.591  0.821  -0.464
H  3.202  -0.664  0.296
H  -0.387  -0.750  -1.789
H  -1.150  1.294  -0.969
H  0.023  1.175  0.398
H  -2.428  -0.700  0.093
H  -1.160  -0.644  1.401
H  -3.314  0.735  1.386

The multiplicity is 2. The value obtained for the gap between HOMO and LUMO (spin up / spin down) is 0.4340 / 0.2334 Eh. The calculation puts the LUMO energy (spin up / spin down) at -3.5395 / -8.8855 eV. The HOMO energy (spin up / spin down) comes out at -15.351 / -15.237 eV. Its total charge is +1.

---

Of them, the most stable is entry iii and the least stable is entry i.

---

Entry i
C4H9NO2 | the ωB97M-V functional and the def2-TZVPD basis

Atoms and positions in Å:
C  0.353  0.178  -0.173
C  1.137  -1.089  -0.539
C  1.835  -0.920  -1.876
O  2.121  -1.843  -2.576
N  -0.538  -0.065  0.930
C  -1.317  1.034  1.533
O  -2.098  1.479  0.480
H  1.029  0.964  0.160
H  -0.243  0.507  -1.027
H  0.529  -1.993  -0.563
H  1.904  -1.272  0.222
H  2.064  0.110  -2.214
H  -1.170  -0.852  0.724
H  -1.921  0.667  2.361
H  -0.650  1.810  1.902
H  -3.036  1.285  0.654

The multiplicity is 2. The value obtained for the gap between HOMO and LUMO (spin up / spin down) is 0.3776 / 0.1906 Eh. The calculation puts the LUMO energy (spin up / spin down) at -3.5271 / -8.5471 eV. The HOMO energy (spin up / spin down) comes out at -13.801 / -13.735 eV. Its total charge is +1.

---

Entry ii
C4H9NO2 | the ωB97M-V functional and the def2-TZVPD basis

Atoms and positions in Å:
O  1.120  0.392  2.474
C  1.233  0.448  1.296
C  -0.042  0.263  0.406
C  -0.909  1.474  0.606
N  0.319  0.100  -0.966
C  0.013  -1.075  -1.753
O  -1.338  -1.430  -1.731
H  2.265  0.440  0.927
H  -0.551  -0.642  0.761
H  -1.248  1.645  1.624
H  -1.762  1.604  -0.067
H  -0.305  2.349  0.296
H  0.077  0.978  -1.418
H  0.624  -1.892  -1.352
H  0.309  -0.917  -2.782
H  -1.428  -2.174  -1.131

The multiplicity is 2. The value obtained for the gap between HOMO and LUMO (spin up / spin down) is 0.4184 / 0.2265 Eh. The calculation puts the LUMO energy (spin up / spin down) at -4.2706 / -8.8522 eV. The HOMO energy (spin up / spin down) comes out at -15.655 / -15.016 eV. Its total charge is +1.

---

Of them, the most stable is entry i and the least stable is entry ii.

---

Entry i
C4H5N | the ωB97M-V functional and the def2-TZVPD basis

Atoms and positions in Å:
C  -1.634  0.756  0.195
C  -2.739  0.370  0.478
C  1.618  0.588  -0.179
C  1.289  -0.802  -0.233
N  1.959  1.682  -0.216
H  -0.695  0.991  -0.215
H  -3.560  -0.222  0.705
H  0.270  -1.146  -0.389
H  1.432  -0.958  0.779
H  2.061  -1.259  -0.924

The value obtained for the gap between HOMO and LUMO is 0.4286 Eh. The SMILES is CC#N.C#C. The calculation puts the LUMO energy at 0.7897 eV. The HOMO energy comes out at -10.873 eV.

---

Entry ii
C4H5N | the ωB97M-V functional and the def2-TZVPD basis

Atoms and positions in Å:
C  -1.913  0.133  -0.089
C  0.625  1.429  -0.013
C  0.108  0.218  -0.047
C  0.603  -1.152  -0.067
N  -3.006  -0.084  -0.055
H  1.649  1.507  0.186
H  -0.061  2.379  0.117
H  1.613  -1.002  -0.123
H  0.123  -1.814  -0.738
H  0.257  -1.615  0.828

The value obtained for the gap between HOMO and LUMO is 0.4211 Eh. The calculation puts the LUMO energy at 0.5290 eV. The HOMO energy comes out at -10.928 eV.

---

Of them, the most stable is entry i and the least stable is entry ii.

---

Entry i
C4H5N | the ωB97M-V functional and the def2-TZVPD basis

Atoms and positions in Å:
C  -0.094  1.091  -2.005
C  -0.089  0.655  -0.889
C  -0.024  0.185  0.459
C  0.160  -1.427  0.952
N  1.186  -0.457  0.882
H  -0.104  1.469  -2.995
H  -0.445  0.858  1.186
H  -0.717  -1.293  0.159
H  -0.333  -1.419  1.918
H  1.746  -0.655  0.063

The value obtained for the gap between HOMO and LUMO is 0.3730 Eh. The SMILES is C#C[C@H]1CN1. The calculation puts the LUMO energy at 1.0752 eV. The HOMO energy comes out at -9.074 eV.

---

Entry ii
C4H5N | the ωB97M-V functional and the def2-TZVPD basis

Atoms and positions in Å:
C  0.240  -0.181  1.284
C  0.000  0.126  -0.125
C  -0.445  -0.716  -1.092
C  0.108  1.434  -0.695
H  0.107  0.717  1.901
H  1.391  -0.498  1.383
H  -0.381  -1.087  1.579
H  -0.707  -0.527  -2.139
H  -0.791  -1.707  -0.884
N  0.478  2.440  -1.212

The value obtained for the gap between HOMO and LUMO is 0.3782 Eh. The SMILES is C=C(C)C#N. The calculation puts the LUMO energy at 0.3775 eV. The HOMO energy comes out at -9.914 eV.

---

Of them, the most stable is entry ii and the least stable is entry i.